Record 1
Entry from the OMol25 dataset: a structure of composition C42H56BBrN12OS2Sr in a non-equilibrium geometry (wB97M-V/def2-TZVPD).

Geometry (Å):
Sr 0.214 -1.221 1.116
C -0.306 4.778 -4.946
C -0.173 3.380 -5.560
C 0.535 3.399 -6.815
C 0.450 2.423 -4.542
C 1.143 1.167 -4.791
C 1.686 0.863 -3.543
N 1.227 1.759 -2.618
N 0.419 2.678 -3.215
B 1.468 1.719 -1.148
N 0.274 2.064 -0.194
C -0.362 3.329 -0.171
C -1.012 3.408 1.017
C -0.807 2.148 1.679
N -0.021 1.372 0.939
C -1.105 1.844 3.122
C -2.601 1.919 3.425
C -0.279 2.688 4.107
N 2.686 2.658 -0.891
C 3.586 2.806 0.207
C 4.609 3.654 -0.232
C 4.307 3.969 -1.638
N 3.162 3.383 -1.940
C 5.113 4.814 -2.631
C 4.670 4.475 -4.024
C 6.639 4.730 -2.516
H -0.867 5.511 -5.618
H 0.667 5.268 -4.891
H -0.724 4.719 -3.908
H -1.160 2.924 -5.757
H 1.596 3.491 -6.861
H 0.059 4.210 -7.494
H 0.315 2.455 -7.343
H 1.191 0.655 -5.750
H 2.413 0.094 -3.318
H 1.786 0.591 -0.846
H -0.328 3.914 -1.115
H -1.737 4.238 1.230
H -0.822 0.834 3.299
H -3.028 2.891 3.736
H -2.767 1.189 4.236
H -3.235 1.691 2.526
H -0.908 3.212 4.906
H 0.283 3.451 3.559
H 0.484 2.010 4.559
H 3.475 2.340 1.190
H 5.368 4.116 0.320
H 4.807 5.883 -2.402
H 4.519 3.449 -4.262
H 5.404 4.939 -4.732
H 3.742 4.977 -4.255
H 6.936 3.631 -2.735
H 6.898 4.894 -1.434
H 7.246 5.440 -3.161
N -2.143 -5.351 -0.085
C -1.292 -4.597 0.572
S 0.066 -3.873 -0.471
N -1.223 -4.454 1.830
N -0.448 -3.516 2.421
C 0.165 -3.814 3.558
C 0.280 -5.227 4.059
C 1.481 -5.673 4.619
C 1.744 -6.990 4.834
C 0.783 -7.971 4.656
C -0.448 -7.575 4.125
C -0.689 -6.219 3.784
C 0.865 -2.802 4.282
C 1.182 -2.771 5.667
C 1.529 -1.560 6.367
C 1.877 -0.424 5.594
C 1.746 -0.577 4.200
N 1.300 -1.687 3.556
H -2.430 -5.040 -1.015
H -2.678 -6.105 0.314
H 2.246 -4.926 4.797
H 2.687 -7.328 5.294
H 0.933 -9.040 4.881
H -1.314 -8.302 3.813
H -1.716 -6.004 3.475
H 1.013 -3.736 6.191
H 1.477 -1.503 7.445
H 2.039 0.487 6.156
H 1.903 0.303 3.578
Br -4.471 1.357 -2.860
C -3.421 0.810 -4.347
C -3.569 1.421 -5.594
C -3.157 0.714 -6.703
C -2.642 -0.638 -6.515
N -2.637 -1.187 -5.331
C -2.756 -0.435 -4.238
H -3.908 2.419 -5.744
H -3.274 1.169 -7.690
H -2.206 -1.132 -7.399
H -2.654 -0.924 -3.245
C 3.946 -2.148 0.744
O 3.001 -1.073 1.088
H 3.742 -2.996 1.384
H 4.906 -1.763 0.871
H 3.841 -2.525 -0.288
H 3.264 -0.285 0.598
C -5.545 -0.953 0.933
C -4.856 -1.771 2.028
C -5.053 -3.275 1.647
C -5.257 -1.443 3.470
C -3.406 -1.484 2.083
N -2.295 -1.194 1.772
H -6.635 -0.922 1.029
H -5.454 -1.510 0.009
H -5.199 0.101 0.670
H -6.159 -3.575 1.588
H -4.637 -3.758 2.532
H -4.414 -3.529 0.805
H -6.089 -2.105 3.714
H -5.581 -0.409 3.606
H -4.505 -1.637 4.201
S -0.988 -2.269 -1.188

Calculated values
Total energy ... -157615.4061 eV
Charge ... -2
LUMO level (spin up / spin down) ... 3.60 / 3.60 eV
HOMO (spin up / spin down) ... 1.38 / 1.48 eV
Largest force on an atom ... 5.6 eV/A

Record 2
Entry from the OMol25 dataset: a structure of composition C42H56FIrN3O4Si2 in a non-equilibrium geometry (wB97M-V/def2-TZVPD).

Geometry (Å):
Ir 1.317 -0.624 -0.001
C 0.805 -3.608 3.046
C 0.104 -4.618 2.393
C -0.114 -4.552 1.032
C 0.364 -3.474 0.264
C 1.006 -2.421 0.953
C 1.247 -2.516 2.313
C 0.232 -3.399 -1.173
C -0.366 -4.394 -1.956
C -0.417 -4.290 -3.324
C 0.184 -3.160 -3.965
C 0.211 -2.975 -5.349
C 0.832 -1.870 -5.918
C 1.449 -0.933 -5.097
C 1.434 -1.093 -3.723
C 0.789 -2.183 -3.120
N 0.773 -2.284 -1.767
H 0.993 -3.667 4.111
H -0.265 -5.468 2.955
H -0.661 -5.349 0.546
H 1.784 -1.721 2.818
H -0.797 -5.263 -1.478
H -0.883 -5.057 -3.931
H -0.266 -3.717 -5.981
H 0.839 -1.745 -6.994
H 1.949 -0.077 -5.538
H 1.915 -0.400 -3.052
C 2.665 1.820 -2.800
C 2.947 2.139 -1.362
C 3.717 3.241 -1.047
C 3.918 3.569 0.298
C 3.317 2.819 1.271
C 2.509 1.708 0.905
N 2.392 1.368 -0.414
N 1.858 0.918 1.752
Si 1.209 1.379 3.273
C 0.268 3.009 3.042
C 0.041 0.070 3.946
C 2.516 1.662 4.636
H 2.816 2.706 -3.414
H 1.633 1.487 -2.910
H 3.323 1.032 -3.170
H 4.141 3.844 -1.838
H 4.540 4.414 0.569
H 3.444 3.036 2.322
H -0.563 2.838 2.353
H 0.912 3.775 2.603
H -0.136 3.400 3.979
H -0.599 -0.312 3.149
H -0.598 0.520 4.711
H 0.566 -0.770 4.405
H 3.102 2.571 4.478
H 3.217 0.826 4.708
H 2.017 1.759 5.605
F 7.188 -2.708 -0.052
C 5.903 -2.275 -0.034
C 5.473 -1.491 1.015
C 4.156 -1.056 1.026
C 3.257 -1.380 0.004
C 3.743 -2.183 -1.031
C 5.057 -2.632 -1.060
H 6.160 -1.228 1.809
H 3.826 -0.452 1.861
H 3.085 -2.477 -1.837
H 5.415 -3.257 -1.868
C -2.309 -0.911 -2.748
C -3.274 -0.886 -1.565
C -3.020 -2.072 -0.635
C -4.716 -0.924 -2.070
O -3.124 0.348 -0.868
Si -1.993 0.788 0.251
O -0.566 0.141 0.018
O -2.027 2.434 0.241
C -1.450 3.356 -0.675
C -0.056 3.728 -0.170
C -1.353 2.776 -2.088
C -2.357 4.586 -0.684
O -2.514 0.376 1.751
C -3.649 0.787 2.504
C -4.005 -0.390 3.411
C -4.853 1.139 1.626
C -3.266 2.004 3.348
H -2.364 -1.860 -3.284
H -1.294 -0.780 -2.376
H -2.536 -0.095 -3.437
H -3.174 -3.012 -1.166
H -3.696 -2.025 0.223
H -1.994 -2.044 -0.264
H -4.876 -1.818 -2.677
H -4.922 -0.041 -2.677
H -5.414 -0.938 -1.230
H 0.533 2.818 -0.044
H -0.123 4.230 0.798
H 0.450 4.387 -0.878
H -0.664 1.928 -2.099
H -1.000 3.538 -2.784
H -2.333 2.418 -2.407
H -2.469 4.974 0.330
H -3.342 4.309 -1.065
H -1.935 5.368 -1.317
H -4.287 -1.251 2.803
H -4.836 -0.129 4.069
H -3.139 -0.667 4.014
H -5.107 0.301 0.977
H -4.618 1.997 0.994
H -5.711 1.380 2.256
H -2.445 1.753 4.021
H -4.123 2.343 3.935
H -2.943 2.809 2.687

Calculated values
Total energy ... -78442.4799 eV
Charge ... -1
Multiplicity ... 5
LUMO level (spin up / spin down) ... 2.54 / 0.70 eV
HOMO (spin up / spin down) ... -2.13 / -5.06 eV
Largest force on an atom ... 1.7 eV/A

Record 3
Entry from the OMol25 dataset: a structure of composition C42H56FIrN3O4Si2 (wB97M-V/def2-TZVPD).

Geometry (Å):
Ir 0.129 -0.086 0.050
C 3.313 -1.617 -2.684
C 3.111 -0.882 -3.845
C 2.165 0.124 -3.850
C 1.374 0.374 -2.720
C 1.548 -0.378 -1.544
C 2.562 -1.338 -1.552
C 0.350 1.428 -2.755
C -0.079 1.975 -3.968
C -1.011 2.970 -3.980
C -1.552 3.436 -2.773
C -2.517 4.473 -2.768
C -3.135 4.861 -1.577
C -2.809 4.273 -0.402
C -1.751 3.215 -0.262
C -1.105 2.814 -1.572
N -0.191 1.831 -1.579
H 4.054 -2.409 -2.664
H 3.691 -1.091 -4.736
H 2.048 0.715 -4.751
H 2.773 -1.905 -0.651
H 0.299 1.578 -4.898
H -1.365 3.387 -4.917
H -2.772 4.957 -3.702
H -3.895 5.634 -1.599
H -3.276 4.598 0.517
H -2.185 2.271 0.121
C -0.716 -3.815 -0.833
C 0.405 -3.574 0.132
C 1.273 -4.589 0.509
C 2.293 -4.290 1.410
C 2.432 -3.008 1.888
C 1.525 -2.010 1.461
N 0.529 -2.339 0.610
N 1.555 -0.700 1.766
Si 2.534 -0.083 3.033
C 4.408 -0.124 2.707
C 2.181 1.730 3.349
C 2.121 -1.027 4.637
H -0.965 -4.875 -0.883
H -0.422 -3.467 -1.826
H -1.592 -3.245 -0.525
H 1.154 -5.584 0.101
H 2.983 -5.064 1.728
H 3.242 -2.742 2.554
H 4.633 0.511 1.846
H 4.798 -1.121 2.490
H 4.959 0.272 3.563
H 2.067 2.275 2.409
H 2.992 2.193 3.917
H 1.264 1.849 3.920
H 2.658 -1.974 4.721
H 1.053 -1.254 4.630
H 2.337 -0.441 5.533
F 0.853 6.008 3.833
C 0.298 5.264 2.849
C -0.689 4.355 3.172
C -1.251 3.602 2.156
C -0.861 3.779 0.832
C 0.161 4.677 0.546
C 0.754 5.419 1.557
H -0.995 4.236 4.203
H -2.029 2.883 2.384
H 0.473 4.820 -0.482
H 1.542 6.130 1.348
C -1.858 -1.444 -2.769
C -3.344 -1.751 -2.605
C -3.592 -3.259 -2.502
C -4.107 -1.187 -3.807
O -3.894 -1.123 -1.464
Si -3.435 -0.876 0.101
O -2.116 -0.031 0.333
O -3.399 -2.381 0.800
C -3.311 -2.761 2.171
C -1.843 -2.812 2.604
C -4.068 -1.821 3.116
C -3.925 -4.159 2.268
O -4.820 -0.234 0.728
C -5.600 0.912 0.473
C -5.408 1.445 -0.947
C -7.065 0.502 0.650
C -5.228 1.972 1.512
H -1.394 -2.110 -3.499
H -1.337 -1.542 -1.816
H -1.728 -0.415 -3.105
H -3.190 -3.790 -3.367
H -4.667 -3.440 -2.438
H -3.132 -3.639 -1.590
H -3.739 -1.627 -4.737
H -3.974 -0.104 -3.848
H -5.173 -1.402 -3.708
H -1.351 -1.878 2.327
H -1.324 -3.629 2.103
H -1.768 -2.957 3.683
H -3.615 -0.829 3.098
H -4.030 -2.215 4.133
H -5.105 -1.728 2.799
H -3.391 -4.844 1.608
H -4.974 -4.129 1.968
H -3.857 -4.525 3.294
H -5.682 0.670 -1.662
H -4.363 1.699 -1.122
H -6.027 2.329 -1.109
H -7.303 -0.281 -0.071
H -7.732 1.352 0.490
H -7.225 0.110 1.656
H -4.157 2.161 1.453
H -5.458 1.607 2.515
H -5.768 2.905 1.335

Calculated values
Total energy ... -78442.0582 eV
Charge ... -1
Multiplicity ... 5
LUMO level (spin up / spin down) ... 2.53 / 1.50 eV
HOMO (spin up / spin down) ... -3.22 / -4.78 eV
Largest force on an atom ... 0.8 eV/A

Record 4
Entry from the OMol25 dataset: a structure of composition C42H57Cl2NO10PReS3Si in a non-equilibrium geometry (wB97M-V/def2-TZVPD).

Geometry (Å):
Re 0.032 0.511 0.458
O 1.797 0.378 -0.727
S 2.784 0.714 0.391
O 3.858 -0.161 0.674
O 1.774 0.887 1.522
C 3.335 2.319 0.074
C 4.689 2.572 -0.050
C 5.089 3.873 -0.325
C 4.137 4.868 -0.474
C 2.780 4.585 -0.351
C 2.352 3.296 -0.075
P 0.543 2.950 0.060
C 0.019 3.567 -1.558
C -0.344 4.886 -1.803
C -0.654 5.292 -3.094
C -0.596 4.389 -4.143
C -0.215 3.074 -3.906
C 0.094 2.666 -2.620
C 0.026 4.042 1.397
C 0.808 4.078 2.550
C 0.404 4.837 3.637
C -0.772 5.571 3.577
C -1.544 5.552 2.423
C -1.149 4.789 1.337
H 5.402 1.771 0.079
H 6.139 4.107 -0.420
H 4.449 5.880 -0.691
H 2.062 5.385 -0.475
H -0.384 5.609 -0.998
H -0.937 6.319 -3.276
H -0.840 4.709 -5.146
H -0.154 2.367 -4.721
H 0.392 1.637 -2.452
H 1.730 3.510 2.610
H 1.012 4.853 4.532
H -1.088 6.159 4.426
H -2.464 6.117 2.374
H -1.769 4.771 0.452
C -3.274 -4.613 -2.014
C -1.776 -4.375 -1.926
C -1.158 -5.297 -0.885
C -1.110 -4.556 -3.279
O -1.503 -3.011 -1.528
Si -2.237 -1.962 -0.534
O -1.081 -0.762 -0.353
O -2.469 -2.610 0.928
C -3.531 -2.456 1.895
C -4.713 -3.297 1.449
C -2.956 -2.959 3.208
C -3.911 -0.988 2.006
O -3.638 -1.376 -1.073
C -4.321 -1.014 -2.288
C -4.675 0.463 -2.209
C -5.593 -1.845 -2.324
C -3.430 -1.272 -3.492
H -3.468 -5.663 -2.232
H -3.721 -4.024 -2.811
H -3.769 -4.370 -1.073
H -1.343 -6.340 -1.143
H -1.586 -5.107 0.100
H -0.080 -5.152 -0.838
H -1.360 -5.529 -3.700
H -0.027 -4.490 -3.185
H -1.441 -3.787 -3.975
H -4.459 -4.357 1.441
H -5.037 -3.003 0.451
H -5.552 -3.154 2.129
H -2.575 -3.974 3.097
H -3.721 -2.958 3.983
H -2.139 -2.314 3.539
H -4.402 -0.629 1.101
H -3.030 -0.369 2.190
H -4.588 -0.835 2.846
H -5.135 0.695 -1.249
H -5.384 0.709 -3.000
H -3.794 1.087 -2.336
H -6.204 -1.622 -1.450
H -5.373 -2.910 -2.328
H -6.174 -1.613 -3.217
H -2.473 -0.761 -3.376
H -3.908 -0.891 -4.395
H -3.237 -2.333 -3.634
O -4.706 1.865 3.863
S -3.895 2.893 3.286
O -3.307 3.902 4.114
N -2.705 2.165 2.385
C -2.886 2.355 1.135
S -1.965 1.724 -0.188
C -4.055 3.226 0.761
C -4.480 3.674 -0.478
C -5.599 4.498 -0.524
C -6.265 4.868 0.641
C -5.828 4.430 1.888
C -4.720 3.610 1.909
H -3.960 3.393 -1.383
H -5.963 4.857 -1.476
H -7.134 5.509 0.579
H -6.336 4.719 2.796
Cl 1.871 1.409 4.703
C 0.115 1.375 4.720
Cl -0.636 0.344 3.468
H -0.274 2.378 4.574
H -0.212 0.942 5.661
C 2.622 -2.720 -0.661
C 1.237 -2.495 -0.094
O 1.191 -1.459 0.926
C 1.259 -1.999 2.276
C 2.460 -2.875 2.544
H 2.571 -3.582 -1.329
H 3.372 -2.933 0.093
H 2.957 -1.869 -1.250
H 0.820 -3.397 0.356
H 0.559 -2.186 -0.881
H 0.323 -2.539 2.452
H 1.292 -1.125 2.918
H 2.428 -3.822 2.010
H 2.461 -3.105 3.610
H 3.393 -2.364 2.309

Calculated values
Total energy ... -143291.0485 eV
Charge ... +1
Multiplicity ... 2
LUMO level (spin up / spin down) ... -3.80 / -3.48 eV
HOMO (spin up / spin down) ... -11.24 / -11.15 eV
Largest force on an atom ... 1.3 eV/A

- Among the records above, which one has the lowest charge?
  C42H56BBrN12OS2Sr

- What is the formula in the first record?
  C42H56BBrN12OS2Sr